a:
Formula: C3H6Br2O2
Source: the Open Molecules 2025 dataset
Level of theory: the ωB97M-V functional and the def2-TZVPD basis

frontier orbital gap	10.53	eV
structure (SMILES)	C[C@H](Br)C(O)(O)Br
HOMO	-0.370	Ha

```
! RIJCOSX wB97M-V def2-TZVPD def2/J DEFGRID3
* xyz 0 1
C 0.1528 -1.6325 0.0553
C 0.3792 -0.2495 -0.5323
C -0.3282 0.8428 0.2194
O -0.0839 2.1203 -0.1557
O -0.2174 0.7157 1.5479
Br -2.3019 0.3571 -0.4416
Br 2.3081 0.1557 -0.5599
H 0.5924 -1.6974 1.0469
H 0.5977 -2.3890 -0.5897
H -0.9142 -1.8359 0.1398
H 0.0751 -0.2191 -1.5815
H -0.0461 2.2410 -1.1128
H -0.2134 1.5908 1.9642
*
```

***

b:
Formula: C3H6Br2O2
Source: the Open Molecules 2025 dataset
Level of theory: the ωB97M-V functional and the def2-TZVPD basis

frontier orbital gap	10.46	eV
HOMO	-0.370	Ha

```
! RIJCOSX wB97M-V def2-TZVPD def2/J DEFGRID3
* xyz 0 1
C -1.1988 1.0213 -0.6772
C 0.6366 -0.3027 0.8696
C -0.5277 -0.2808 -0.3309
O 1.4971 0.8316 0.6096
O 1.2820 -1.5244 0.8354
Br 0.1081 -1.1932 -2.0048
Br -2.0009 -1.4843 0.2977
H -1.8422 1.3445 0.2296
H -1.6967 0.9213 -1.6634
H -0.3980 1.8624 -0.8746
H 0.1896 -0.2913 1.8243
H 2.3347 0.5620 0.9929
H 1.6162 -1.4664 -0.1083
*
```

***

Tell me which of them is the least stable. Sure, it is b.

***

a:
Formula: C6H15N
Source: the Open Molecules 2025 dataset
Level of theory: the ωB97M-V functional and the def2-TZVPD basis

frontier orbital gap (alpha / beta)	5.81 / 5.60	eV
expectation value of S²	0.76
HOMO (alpha / beta)	-0.059 / -0.059	Ha

```
! RIJCOSX wB97M-V def2-TZVPD def2/J DEFGRID3
* xyz -1 2
C -2.6433 -0.2527 -0.0261
C -2.5518 -0.2751 1.5277
C -1.9624 -1.2526 -0.8380
N 0.2553 0.9682 -0.8968
C 0.9291 -0.0935 -1.0960
C 2.3820 -0.0491 -0.7807
C 2.4915 -0.2505 0.7420
H -1.4288 -0.0561 -0.4123
H -3.6370 -0.0007 -0.3531
H -1.5671 -0.6656 1.8514
H -3.3945 -0.7948 1.9873
H -2.7098 0.7460 1.9048
H -1.2306 -1.9645 -0.4404
H -2.6909 -1.8500 -1.5067
H 1.8596 4.0957 -0.5177
H 0.5697 -1.0225 -1.3899
H 2.2819 3.4240 -0.6558
H 2.5599 1.0064 -0.9259
H 3.1090 -0.6531 -1.3414
H 3.4581 -0.0422 1.1607
H 1.6397 0.2886 1.1883
H 2.2805 -1.3058 0.8184
*
```

***

b:
Formula: C6H15N
Source: the Open Molecules 2025 dataset
Level of theory: the ωB97M-V functional and the def2-TZVPD basis

frontier orbital gap (alpha / beta)	2.22 / 8.33	eV
expectation value of S²	0.75
HOMO (alpha / beta)	0.056 / -0.173	Ha

```
! RIJCOSX wB97M-V def2-TZVPD def2/J DEFGRID3
* xyz -1 2
C 0.1523 0.1876 -0.8366
N -0.6857 1.0766 -0.0197
C -1.8559 0.4718 0.6082
C -3.1073 1.2577 0.2932
C 0.6091 -1.0955 -0.1559
C 3.1082 -0.8004 -0.3249
C 1.8902 -0.7657 0.6582
H 1.0284 0.7006 -1.2417
H -0.4206 0.0415 -1.7783
H -0.9742 1.8820 -0.5469
H -1.6960 0.3896 1.6904
H -1.9540 -0.5435 0.2283
H -3.9777 0.7295 0.7250
H -3.1581 2.1789 0.8856
H -3.4665 1.3208 -0.7382
H -0.1748 -1.3153 0.5780
H 0.6341 -1.9374 -0.8420
H 2.8123 -1.4139 -1.1838
H 3.9578 -1.3607 0.0643
H 3.3213 0.2026 -0.7059
H 1.9296 0.2268 1.1190
H 2.0277 -1.4335 1.5238
*
```

***

Tell me which of them is the least stable. Sure, it is a.

***

a:
Formula: C24H26ClIN5O6V
Source: the Open Molecules 2025 dataset
Level of theory: the ωB97M-V functional and the def2-TZVPD basis

frontier orbital gap (alpha / beta)	7.19 / 7.17	eV
expectation value of S²	0.77
HOMO (alpha / beta)	-0.385 / -0.385	Ha

```
! RIJCOSX wB97M-V def2-TZVPD def2/J DEFGRID3
* xyz 1 2
V 0.6807 -1.1106 -0.1280
C 4.8648 -2.5917 0.0716
C 3.8178 -1.5506 0.3026
O 2.7921 -1.5239 -0.4088
N 4.0078 -0.6579 1.2725
C 3.0118 0.3323 1.6921
C 2.5008 1.2311 0.5940
C 3.1256 2.4324 0.3300
C 2.5881 3.2948 -0.6142
C 1.4137 2.9420 -1.2448
C 0.8345 1.7220 -0.9413
N 1.3782 0.8731 -0.0584
H 5.1333 -2.5972 -0.9841
H 4.4238 -3.5592 0.3156
H 5.7577 -2.4404 0.6739
H 4.8440 -0.7434 1.8259
H 3.4953 0.9588 2.4384
H 2.1762 -0.1679 2.1796
H 4.0223 2.6959 0.8744
H 3.0743 4.2360 -0.8345
H 0.9334 3.5909 -1.9629
H -0.0993 1.4260 -1.3986
O -0.3544 -3.8751 1.8238
Cl 0.7592 -3.3385 1.1011
O 1.9866 -4.0676 1.2955
O 1.0266 -1.9015 1.6706
O -0.8491 -0.8441 -0.1060
I 2.9287 -3.5621 -5.1886
C 1.4957 -2.3639 -4.2836
C 0.4532 -1.8058 -5.0079
C -0.4660 -1.0194 -4.3365
C -0.3287 -0.8183 -2.9766
N 0.6908 -1.3508 -2.2754
C 1.5840 -2.1128 -2.9272
H 0.3611 -1.9847 -6.0705
H -1.2946 -0.5577 -4.8543
H -1.0420 -0.2082 -2.4361
H 2.3885 -2.5222 -2.3369
C -4.5124 0.5549 2.4313
N -3.8823 0.2180 1.1569
N -3.0066 1.1334 0.5816
C -2.9768 0.9371 -0.8039
O -2.1618 1.4909 -1.5466
C -3.9978 -0.0399 -1.0579
C -4.5155 -0.4275 0.1390
C -5.6319 -1.3677 0.4250
C -1.9183 1.6320 1.3367
C -1.3135 0.8483 2.3144
C -0.2404 1.3556 3.0320
C 0.2381 2.6326 2.7693
C -0.3695 3.4059 1.7887
C -1.4526 2.9147 1.0750
H -4.1047 1.4977 2.7848
H -4.3077 -0.2134 3.1750
H -5.5892 0.6679 2.3130
H -4.2629 -0.4186 -2.0296
H -5.8804 -1.9287 -0.4721
H -6.5255 -0.8267 0.7427
H -5.3636 -2.0684 1.2156
H -1.6710 -0.1578 2.4933
H 0.2178 0.7483 3.8027
H 1.0639 3.0335 3.3434
H -0.0122 4.4081 1.5884
H -1.9397 3.5099 0.3150
*
```

***

b:
Formula: C24H26ClIN5O6V
Source: the Open Molecules 2025 dataset
Level of theory: the ωB97M-V functional and the def2-TZVPD basis

frontier orbital gap (alpha / beta)	6.46 / 6.91	eV
expectation value of S²	0.77
HOMO (alpha / beta)	-0.388 / -0.388	Ha

```
! RIJCOSX wB97M-V def2-TZVPD def2/J DEFGRID3
* xyz 1 2
V -0.0614 0.3664 0.8345
C -1.4983 4.1452 -1.0850
C -1.4945 2.6636 -0.8883
O -0.6748 2.1188 -0.1207
N -2.3828 1.9502 -1.5734
C -2.4779 0.4865 -1.5128
C -1.2834 -0.1270 -2.1859
C -1.3739 -0.6076 -3.4779
C -0.2228 -1.0247 -4.1286
C 0.9876 -0.8895 -3.4795
C 1.0037 -0.4076 -2.1826
N -0.1143 -0.0730 -1.5162
H -0.5086 4.5451 -0.8875
H -2.1971 4.5949 -0.3766
H -1.7962 4.4111 -2.0979
H -3.0481 2.4510 -2.1395
H -3.3931 0.1974 -2.0226
H -2.5577 0.1802 -0.4748
H -2.3368 -0.6415 -3.9704
H -0.2751 -1.4253 -5.1329
H 1.9190 -1.1521 -3.9612
H 1.9320 -0.2919 -1.6530
O -1.6476 0.0645 3.4464
Cl -1.5514 0.9538 2.3269
O -1.3289 2.3121 2.7363
O -2.7342 0.8365 1.4690
O 0.6844 -0.4175 1.9174
I 0.1348 6.0850 2.8182
C 1.1283 4.2629 2.8358
C 1.6753 3.7436 3.9953
C 2.2510 2.4837 3.9442
C 2.2617 1.8012 2.7442
N 1.7304 2.2998 1.6157
C 1.1888 3.5189 1.6723
H 1.6608 4.3086 4.9180
H 2.7006 2.0455 4.8243
H 2.7270 0.8282 2.6598
H 0.7763 3.9061 0.7532
C 0.6229 -5.9887 1.1668
N 1.4777 -4.8550 0.8665
N 1.0032 -3.5943 0.5132
C 2.0688 -2.7377 0.3296
O 1.9150 -1.5496 -0.0048
C 3.2315 -3.5314 0.5424
C 2.8230 -4.7996 0.8608
C 3.6307 -6.0109 1.1805
C -0.3756 -3.2487 0.5544
C -1.0417 -3.1390 1.7684
C -2.3938 -2.8284 1.7828
C -3.0727 -2.6180 0.5884
C -2.4020 -2.7328 -0.6226
C -1.0488 -3.0469 -0.6425
H -0.4131 -5.7155 0.9927
H 0.7326 -6.2942 2.2073
H 0.8735 -6.8300 0.5225
H 4.2435 -3.1756 0.4513
H 4.6890 -5.7698 1.1289
H 3.4266 -6.8199 0.4768
H 3.4073 -6.3769 2.1843
H -0.4981 -3.2821 2.6950
H -2.9127 -2.7414 2.7278
H -4.1260 -2.3698 0.6048
H -2.9386 -2.6069 -1.5554
H -0.5107 -3.1597 -1.5763
*
```

***

Tell me which of them is the least stable. Sure, it is b.

***

a:
Formula: C4H7NO
Source: the Open Molecules 2025 dataset
Level of theory: the ωB97M-V functional and the def2-TZVPD basis

frontier orbital gap (alpha / beta)	11.18 / 7.87	eV
expectation value of S²	0.76
HOMO (alpha / beta)	-0.559 / -0.569	Ha

```
! RIJCOSX wB97M-V def2-TZVPD def2/J DEFGRID3
* xyz 1 2
C 0.0457 2.1595 -0.4510
C -0.4964 0.9388 -0.9038
N -0.1426 -0.0590 -0.0377
C 0.7639 0.4054 0.8468
C 0.7266 1.8367 0.7150
H -0.1204 3.1860 -0.7232
H -1.2896 0.8126 -1.6249
H -0.5049 -1.0037 -0.1610
H 1.4677 -0.2509 1.3311
H 1.0386 2.4474 1.5489
H -0.0827 -3.1146 -0.7009
H -0.5853 -4.0828 0.3029
O -0.8208 -3.2754 -0.1422
*
```

***

b:
Formula: C4H7NO
Source: the Open Molecules 2025 dataset
Level of theory: the ωB97M-V functional and the def2-TZVPD basis

frontier orbital gap (alpha / beta)	9.54 / 6.21	eV
expectation value of S²	0.77
HOMO (alpha / beta)	-0.538 / -0.538	Ha

```
! RIJCOSX wB97M-V def2-TZVPD def2/J DEFGRID3
* xyz 1 2
C -1.4883 -0.0204 -0.5625
C -1.1256 -0.8599 0.4713
N 0.2759 -1.3242 0.1539
C 0.6533 -0.7706 -1.0996
C -0.2927 0.2608 -1.4732
H -2.5436 0.1071 -0.8241
H -1.6700 -1.5320 1.1029
H 0.5283 -2.2214 0.4037
H 1.3740 -1.1989 -1.7723
H -0.3686 1.1959 -2.1625
H 1.2045 1.4547 1.2395
H 0.6862 2.5760 1.9774
O 1.5472 2.1536 1.8678
*
```

***

Tell me which of them is the least stable. Sure, it is b.

***

a:
Formula: C3H9OS
Source: the Open Molecules 2025 dataset
Level of theory: the ωB97M-V functional and the def2-TZVPD basis

frontier orbital gap	6.91	eV
HOMO	-0.102	Ha

```
! RIJCOSX wB97M-V def2-TZVPD def2/J DEFGRID3
* xyz -1 1
C -2.6935 0.7910 -0.6010
O -1.4948 0.2004 -0.9757
H -2.7133 1.6847 0.0537
H -3.4242 0.0885 -0.0943
H -3.3271 1.1229 -1.5113
C 2.0638 -0.9935 -0.1716
C 1.7678 0.1817 0.8110
S 0.0591 -0.1949 1.5744
H 1.8421 -1.8721 0.3617
H 1.6603 -0.9883 -1.1963
H 3.2109 -1.2474 -0.2784
H 1.8179 1.1965 0.3463
H 2.3502 0.0263 1.7288
H -1.1191 0.0042 -0.0472
*
```

***

b:
Formula: C3H9OS
Source: the Open Molecules 2025 dataset
Level of theory: the ωB97M-V functional and the def2-TZVPD basis

frontier orbital gap	6.47	eV
HOMO	-0.090	Ha

```
! RIJCOSX wB97M-V def2-TZVPD def2/J DEFGRID3
* xyz -1 1
C 1.1734 0.0951 3.0742
S 0.1255 0.0663 1.5502
H 2.1429 -0.3804 2.9088
H 0.7463 -0.4891 3.8996
H 1.2264 1.1391 3.3862
C -0.6615 -0.3889 -1.6660
O -0.8120 1.0260 -1.5494
C -0.0439 -0.8276 -2.9953
H -1.6471 -0.8562 -1.5771
H 0.0679 -0.6620 -0.9039
H -0.8884 1.1787 -0.5965
H -0.6265 -0.4102 -3.8221
H 0.0849 -1.9073 -2.9076
H 0.9701 -0.4293 -3.1042
*
```

***

Tell me which of them is the least stable. Sure, it is a.

***

a:
Formula: C4H7NOS2
Source: the Open Molecules 2025 dataset
Level of theory: the ωB97M-V functional and the def2-TZVPD basis

frontier orbital gap	7.99	eV
structure (SMILES)	CO/N=C/C(=S)SC
HOMO	-0.318	Ha

```
! RIJCOSX wB97M-V def2-TZVPD def2/J DEFGRID3
* xyz 0 1
C -2.2268 0.2558 2.3208
C 0.2071 -0.4846 0.0184
C 1.6111 -0.9411 -0.1076
C 1.4285 0.5995 -2.5387
H -2.1172 -0.6641 2.9088
H -3.2666 0.4695 2.2011
H -1.7707 1.0904 2.8630
H -0.2930 -0.2933 -0.9389
H 2.0378 0.9740 -3.3604
H 1.1455 1.4276 -1.9223
H 0.4334 0.1402 -2.9075
N -0.3781 -0.3222 1.1281
O -1.6620 0.1218 0.9912
S 2.4348 -1.7493 0.9813
S 2.4164 -0.6242 -1.6370
*
```

***

b:
Formula: C4H7NOS2
Source: the Open Molecules 2025 dataset
Level of theory: the ωB97M-V functional and the def2-TZVPD basis

frontier orbital gap	8.92	eV
structure (SMILES)	C[C@H](NC=S)C(=O)S
HOMO	-0.323	Ha

```
! RIJCOSX wB97M-V def2-TZVPD def2/J DEFGRID3
* xyz 0 1
C -0.8115 1.5973 -0.1030
C -0.3716 0.1708 0.1651
C 2.0229 -0.5174 0.2784
C -1.5575 -0.8265 -0.1299
H -0.2290 2.4247 0.5866
H -1.9337 1.6713 0.1713
H -0.8081 1.8156 -1.1483
H -0.0555 0.1827 1.2005
H 0.9824 0.1689 -1.3899
H 1.9686 -0.4577 1.4261
H 0.1511 -2.1794 0.1750
N 0.9180 -0.1374 -0.4083
O -2.6551 -0.4511 -0.4496
S 3.5237 -0.9663 -0.3058
S -1.1448 -2.4955 -0.0682
*
```

***

Tell me which of them is the least stable. Sure, it is a.